# 1
This record from the Open Molecules 2025 dataset describes C5H15N3O as an isolated structure. The level of theory is wB97M-V/def2-TZVPD.

Calculated values
Relative energy (zero: lowest compared OMol25 entry of this formula, charge and spin) (kcal/mol): 62.6
Orbital gap (eV): 7.83
HOMO level (eV): -7.177
LUMO (eV): 0.655
Strongest force on any atom (eV/Å): 4.8
E (Ha): -438.935252

ORCA input file:
```
! wB97M-V def2-TZVPD RIJCOSX def2/J DEFGRID3
* xyz 0 1
C 1.6704 -0.2077 -0.2839
C 2.2039 1.0271 -0.9905
N 1.6237 -1.3694 -1.1782
H 1.7714 -1.1918 -2.1643
H 0.7642 -1.8955 -1.0556
H 2.3967 -0.4598 0.5054
H 0.5064 -0.3316 0.5542
H 2.2982 1.8745 -0.3112
H 1.5481 1.3407 -1.8073
H 3.1741 0.8520 -1.4687
C -0.6631 0.8626 1.9811
C -1.9683 -1.0418 1.1800
N -0.8970 -0.0773 0.8774
C -0.9882 0.6027 -0.4621
N -1.3805 -0.2202 -1.5036
O -0.7664 1.7882 -0.5888
H -1.3026 -1.2269 -1.4510
H -1.5212 0.2912 -2.3622
H -1.5570 1.4307 2.2328
H 0.1416 1.5312 1.6847
H -0.3068 0.2846 2.8354
H -1.8006 -1.4775 2.1639
H -1.9946 -1.8196 0.4202
H -2.9525 -0.5663 1.1924
*
```

=====

# 2
This record from the Open Molecules 2025 dataset describes a 2-piece molecular cluster, C5H15N3O3P overall. The level of theory is wB97M-V/def2-TZVPD.

Calculated values
Relative energy (zero: lowest compared OMol25 entry of this formula, charge and spin) (kcal/mol): 15.4
Orbital gap (eV): 11.32
HOMO level (eV): -13.872
LUMO (eV): -2.549
Strongest force on any atom (eV/Å): 4.5
E (Ha): -930.627172

ORCA input file:
```
! wB97M-V def2-TZVPD RIJCOSX def2/J DEFGRID3
* xyz 1 1
C -2.6632 -0.2283 -0.2502
C 2.2457 2.0197 0.4826
C 0.0003 -2.7336 -0.0786
C 0.9256 2.5521 0.9960
C 0.8821 -1.8783 0.7942
N -3.7251 -0.5612 -0.6997
N -1.4711 -0.2026 -1.0311
N -2.0631 0.1045 1.0290
O 0.9960 0.2664 -2.4021
O -0.2461 1.7999 0.4608
O 0.5854 -0.5000 0.8292
P -0.5713 0.2926 0.3192
H 3.0169 2.7498 0.7585
H 2.4287 1.0328 0.9170
H 2.1825 1.7610 -0.6257
H -1.0601 -2.5400 0.0707
H 0.3636 -2.6081 -1.1163
H 0.0623 -3.7602 0.2002
H 0.6904 3.5635 0.5662
H 0.8497 2.5672 2.1027
H 1.9785 -2.0579 0.2928
H 0.8061 -2.3141 1.7611
H -4.6105 -0.5510 -0.1911
H -1.3623 -0.4327 -1.9817
H 1.5393 0.9196 -1.9590
H -2.4707 0.1218 1.9388
H 0.6905 0.6171 -3.1835
*
```

=====

# 3
This record from the Open Molecules 2025 dataset describes C5H15N3S in the gas phase. The level of theory is wB97M-V/def2-TZVPD.

Calculated values
Relative energy (zero: lowest compared OMol25 entry of this formula, charge and spin) (kcal/mol): 16.3
Orbital gap (eV): 9.46
HOMO level (eV): -8.590
Structure (SMILES): CCS(=NC)(=NC)NC
LUMO (eV): 0.872
Strongest force on any atom (eV/Å): 5.8
E (Ha): -761.767635

ORCA input file:
```
! wB97M-V def2-TZVPD RIJCOSX def2/J DEFGRID3
* xyz 0 1
C -2.4445 0.4017 -1.0198
C -1.3815 -0.5794 -1.2960
S 0.1450 -0.3119 -0.3172
N 0.9497 0.7533 -1.0590
C 2.4280 0.7672 -0.8335
N 0.5663 -1.7740 -0.0340
C 1.5991 -2.3226 0.7733
N -0.6869 0.4294 1.0853
C -0.4346 1.8230 1.2859
H -2.8948 0.1193 -0.0251
H -2.1222 1.3468 -0.7990
H -3.2563 0.3368 -1.6711
H -0.9766 -0.6271 -2.3822
H -1.5913 -1.6711 -1.2154
H 2.9577 -0.2095 -0.5530
H 2.7055 1.3740 0.1091
H 2.9542 1.1257 -1.7345
H 2.5287 -1.8613 0.5901
H 1.7375 -3.4289 0.4643
H 1.3378 -2.2946 1.8258
H -0.4516 -0.0894 1.8026
H 0.2679 2.1200 0.4334
H -1.4447 2.4033 1.2273
H -0.0612 2.0677 2.3627
*
```

=====

# 4
This record from the Open Molecules 2025 dataset describes a 2-piece molecular cluster, C5H15N6O3 overall. The level of theory is wB97M-V/def2-TZVPD.

Calculated values
Relative energy (zero: lowest compared OMol25 entry of this formula, charge and spin) (kcal/mol): 0.0
Orbital gap (eV): 8.07
HOMO level (eV): -11.220
LUMO (eV): -3.146
Strongest force on any atom (eV/Å): 5.0
E (Ha): -753.523637

ORCA input file:
```
! wB97M-V def2-TZVPD RIJCOSX def2/J DEFGRID3
* xyz 1 1
C -1.6098 -1.3557 -0.1542
C 1.8742 -1.1444 0.2256
C -1.7000 -0.0975 -0.6521
C 1.5621 0.3113 -0.1155
C 0.3205 0.8311 0.6068
N -1.2944 -2.4557 -0.9954
N 1.3959 0.5405 -1.5299
N 0.0857 2.0949 0.2451
N -0.0895 0.5366 1.8457
N -1.8983 -1.6287 1.1359
N 2.7499 1.0768 0.2805
O 3.1166 -1.4799 0.0698
O 1.0081 -1.9092 0.6259
O -2.3170 0.8312 0.1795
H -1.5343 0.3852 -1.6380
H -0.8019 -2.3551 -1.8558
H -1.1834 -3.2894 -0.6022
H 2.3086 0.7941 -1.8473
H 1.1898 -0.2103 -2.1843
H 0.3071 2.2913 -0.7473
H -0.6795 2.5391 0.6973
H -0.1118 -0.3980 2.0582
H -0.8149 1.0908 2.2185
H -2.4942 -1.0999 1.6991
H -1.5343 -2.5032 1.3258
H 3.5012 -0.5985 0.1404
H 2.5995 1.4683 1.1882
H 2.9226 1.8425 -0.2851
H -3.0285 1.1903 -0.2744
*
```

=====

# 5
This record from the Open Molecules 2025 dataset describes a 3-piece molecular cluster, C5H15NO overall. The level of theory is wB97M-V/def2-TZVPD.

Calculated values
Relative energy (zero: lowest compared OMol25 entry of this formula, charge and spin) (kcal/mol): 243.3
Orbital gap (eV): 3.39
HOMO level (eV): -7.098
LUMO (eV): -3.707
Strongest force on any atom (eV/Å): 6.9
E (Ha): -329.119959

ORCA input file:
```
! wB97M-V def2-TZVPD RIJCOSX def2/J DEFGRID3
* xyz 0 1
C 1.9642 -1.0010 -1.0069
C 2.1852 -2.0261 0.1584
C 1.9777 0.5173 -0.6357
N -2.3654 0.7455 -0.7470
C -1.0508 0.2374 -0.3615
C -0.7513 1.1993 0.7515
H 2.1304 1.0719 -1.4864
H 1.8772 -1.5141 -1.9805
H 3.2262 -2.0361 0.4903
H 1.8353 -3.0895 0.1522
H 1.6941 -1.5694 1.0363
H 0.9664 -0.6803 -0.6374
H 2.8669 0.8510 0.0513
H -2.7001 0.2781 -1.5289
H -1.0585 -0.8438 -0.1304
H -0.4004 0.4764 -1.1868
H 0.2535 1.4909 0.9412
H -1.3666 2.1345 0.5992
H -1.1334 0.7924 1.7055
H -3.9290 1.1039 2.1729
H -3.0284 0.7140 0.0777
O -3.1931 1.1476 1.5650
*
```